# C39H35AsCl2N5NaO2S3

A molecular structure, C39H35AsCl2N5NaO2S3 (ωB97M-V/def2-TZVPD, the Open Molecules 2025 dataset).

The geometry in XYZ format:
```
88
Properties=species:S:1:pos:R:3:forces:R:3:lowdin_charge:R:1
Na 0.1559 -1.3672 -0.4806 -0.776 0.140 0.025 0.1003
N -1.9662 4.1044 2.5931 0.030 -0.054 0.107 0.1002
C -3.3087 4.0248 2.4221 0.009 0.036 -0.017 -0.2624
C -4.1705 4.9810 2.9961 0.019 -0.008 -0.005 -0.0545
C -5.5365 4.9222 2.8060 -0.021 -0.010 -0.008 -0.1363
C -6.1064 3.9290 2.0133 -0.008 0.022 0.013 -0.1391
C -5.2689 2.9866 1.4297 0.022 -0.009 -0.005 -0.1294
C -3.8992 3.0013 1.6428 -0.087 -0.008 -0.005 -0.4282
S -2.8961 1.6993 1.0104 0.158 0.111 0.147 1.0573
N -1.4881 2.6872 0.7675 0.023 -0.353 0.017 -0.2733
C -1.0070 3.2677 1.9440 -0.020 0.127 -0.019 -0.3397
C 0.1870 2.9174 2.5406 -0.073 -0.005 -0.047 -0.2809
C 0.6119 3.4373 3.8126 0.012 -0.026 0.078 -0.0663
C 1.8149 3.0392 4.3336 0.003 -0.004 -0.015 -0.1447
C 2.6314 2.1444 3.6318 0.017 -0.006 0.016 -0.1354
C 2.1561 1.7050 2.3999 0.006 0.035 -0.011 -0.1909
N 1.0111 2.0619 1.8475 0.050 -0.016 -0.034 0.0948
H -1.6250 4.8419 3.1864 -0.005 0.050 -0.072 0.1182
H -3.7371 5.7687 3.6047 0.000 0.003 -0.001 0.0967
H -6.1670 5.6691 3.2756 0.001 0.002 -0.002 0.0868
H -7.1748 3.8960 1.8445 -0.001 -0.001 0.001 0.0808
H -5.6772 2.2062 0.7963 -0.004 -0.004 0.000 0.0955
H -0.0301 4.0924 4.3901 -0.017 -0.011 -0.023 0.0748
H 2.1228 3.4114 5.3064 0.002 0.000 0.001 0.0859
H 3.5757 1.7924 4.0233 0.003 0.004 -0.002 0.0700
H 2.7453 1.0000 1.8183 0.021 -0.031 -0.023 0.0993
S -3.7783 1.3061 -2.4166 0.063 -0.043 -0.082 1.0741
C -4.1223 -0.3719 -2.1908 -0.020 0.001 0.043 -0.4729
C -5.2744 -1.0875 -2.5073 -0.002 0.012 0.011 -0.1062
C -5.2936 -2.4430 -2.2429 0.001 -0.007 0.004 -0.1016
C -4.1798 -3.0776 -1.6831 0.003 -0.003 -0.004 -0.0792
C -3.0404 -2.3684 -1.3655 0.034 -0.005 -0.053 -0.0290
C -3.0080 -0.9960 -1.6117 -0.047 0.030 0.016 -0.2874
N -1.9279 -0.1548 -1.3503 -0.035 -0.116 -0.098 0.1240
C -2.1916 1.0523 -1.7067 -0.181 0.130 -0.018 -0.5909
C -1.2839 2.2174 -1.6503 0.135 -0.009 -0.103 -0.1791
C -0.7450 2.6055 -2.8818 0.010 -0.072 0.012 -0.0588
C 0.1640 3.6348 -2.9953 0.005 0.027 0.050 -0.1114
C 0.5495 4.2940 -1.8300 0.006 -0.025 -0.044 -0.0960
C 0.0210 3.9428 -0.6103 -0.042 -0.080 0.073 -0.0141
C -0.9376 2.9152 -0.4798 -0.102 0.221 -0.032 -0.1916
H -6.1292 -0.5930 -2.9512 -0.001 -0.002 -0.002 0.0971
H -6.1773 -3.0218 -2.4824 0.000 -0.001 -0.002 0.0929
H -4.2027 -4.1453 -1.5060 -0.002 -0.003 0.000 0.1040
H -2.1671 -2.8666 -0.9709 0.014 0.005 -0.003 0.0629
H -1.0380 2.0418 -3.7599 -0.007 -0.003 0.003 0.1110
H 0.5839 3.8969 -3.9575 0.002 0.001 0.005 0.0879
H 1.2821 5.0919 -1.8718 -0.002 -0.001 -0.001 0.0945
H 0.3334 4.4480 0.2913 0.000 0.006 0.042 0.1070
Cl 7.0823 -3.7575 -0.6690 0.007 -0.001 -0.002 0.5780
C 5.4712 -3.2219 -0.2272 0.002 0.006 -0.012 -0.6852
C 4.9516 -3.5808 1.0208 -0.005 0.000 0.009 -0.1552
C 3.6970 -3.1729 1.3731 0.000 -0.030 0.005 -0.5599
Cl 3.0733 -3.6407 2.9317 -0.002 -0.003 0.006 0.6755
C 2.8316 -2.3794 0.5261 0.054 0.027 -0.033 -0.3953
O 1.6782 -2.0515 0.8850 0.364 -0.122 0.210 -0.1182
C 3.4398 -2.0215 -0.7348 0.001 0.000 -0.005 -0.1102
C 2.7923 -1.1645 -1.7189 0.078 0.014 0.023 -0.2075
O 1.7283 -0.5836 -1.6350 0.586 0.262 -0.329 -0.0050
C 4.7250 -2.4586 -1.0821 -0.004 -0.013 0.010 -0.0903
H 5.5369 -4.1807 1.7047 0.000 -0.001 0.000 0.0943
H 3.3974 -1.0370 -2.6413 0.002 0.013 0.002 0.1209
H 5.1273 -2.1764 -2.0485 0.002 0.000 -0.001 0.1044
S 0.0393 -4.9914 -4.1103 -0.002 0.001 -0.009 0.3132
C 0.0472 -3.9235 -2.8496 -0.024 -0.033 0.030 -0.9931
N 0.0430 -3.1763 -1.9525 -0.037 -0.136 -0.095 0.0373
C -4.1101 -2.2182 1.9786 -0.002 -0.004 -0.002 -0.1796
C -2.9543 -1.8769 2.9111 0.018 0.014 0.005 -0.4451
As -1.1644 -2.0070 2.0752 -0.245 -0.076 0.271 1.2567
C -0.1474 -1.6012 3.7049 0.034 0.024 -0.012 -0.4310
C -0.3530 -0.1848 4.2225 -0.024 0.014 0.007 -0.1646
C -0.9219 -3.9619 2.2151 0.000 -0.005 -0.028 -0.4245
C -1.3381 -4.7518 0.9791 -0.003 -0.005 0.000 -0.1721
H -5.0734 -2.1343 2.4906 0.002 0.004 0.000 0.0612
H -4.0317 -3.2346 1.5872 -0.003 -0.003 0.003 0.0487
H -4.1309 -1.5443 1.1203 0.001 0.001 -0.003 0.0472
H -2.9563 -2.5196 3.7978 -0.001 0.003 0.000 0.0593
H -3.0549 -0.8447 3.2521 0.006 0.010 0.002 0.0370
H 0.8964 -1.7646 3.4336 -0.010 -0.007 -0.006 0.0241
H -0.4233 -2.3490 4.4566 0.003 0.002 -0.003 0.0627
H -0.0895 0.5473 3.4610 -0.013 0.000 0.012 0.0415
H 0.2763 0.0093 5.0950 0.000 0.009 -0.015 0.0671
H -1.3898 0.0015 4.5126 0.002 -0.016 0.015 0.0552
H -1.4579 -4.3014 3.1077 0.015 0.002 0.007 0.0577
H 0.1468 -4.0925 2.3971 0.005 0.012 -0.008 0.0335
H -2.4075 -4.6528 0.7744 -0.003 0.004 0.000 0.0430
H -1.1269 -5.8175 1.1043 -0.007 0.000 0.001 0.0639
H -0.7971 -4.4145 0.0928 0.013 -0.009 0.008 0.0374
```
Positions in Å, forces in eV/Å.

Energy, eV: -175366.435
Total charge: -2
Orbital gap, eV: 4.6
E_HOMO, hartree: -0.0325



# C6H7NOS

2 unconnected molecules or ions with the total composition C6H7NOS in a non-equilibrium geometry (ωB97M-V/def2-TZVPD, the Open Molecules 2025 dataset).

The geometry in XYZ format:
```
16
Properties=species:S:1:pos:R:3:forces:R:3:lowdin_spin:R:1
C 0.6856 -0.8365 2.5575 0.793 1.316 -0.864 0.0866
C 0.0864 1.0294 -1.7430 -1.500 -0.301 -0.235 0.0374
C -0.3329 -0.1945 -2.0808 -0.034 0.976 1.653 0.0026
C -0.3885 1.5099 -0.3749 1.347 1.370 0.536 0.0974
C -1.0325 0.3155 0.2712 -1.255 0.126 0.467 0.5470
C 1.1272 -0.9857 1.2277 0.786 -1.629 0.207 0.5093
N 0.2670 -0.4737 3.5727 -0.241 -0.266 0.449 0.2054
O 0.7171 -2.0987 0.5905 1.299 -0.588 -0.263 0.1836
S -1.2794 -0.9783 -0.8251 -0.858 0.579 -1.172 0.2107
H 0.6191 1.5519 -2.5313 0.106 0.562 0.620 0.0011
H -0.0959 -0.5906 -3.0162 0.076 -1.102 -1.120 -0.0019
H 0.5753 2.0005 0.0540 -1.237 -1.175 0.337 0.0402
H -1.0831 2.4037 -0.2568 0.509 -0.831 -0.925 0.0377
H -1.6534 0.2204 1.2091 1.034 0.656 -1.154 0.0156
H 2.0061 -0.5891 0.6991 -0.461 0.337 1.056 0.0163
H -0.2182 -2.2842 0.6464 -0.366 -0.032 0.408 0.0109
```
Positions in Å, forces in eV/Å.

Energy, eV: -20702.987
Total charge: 0
Multiplicity: 3
Orbital gap (alpha / beta), eV: 7.2 / 8.2
E_HOMO (alpha / beta), hartree: -0.2403 / -0.3404